(1)
Density functional theory data (the ωB97M-V functional and the def2-TZVPD basis) for C4H4O3 in the gas phase.

Values from the calculation:
SMILES	O=CC(C=O)=CO
F_max	0.5	eV/Å
Kohn-Sham gap	9.711	eV
electronic energy	-10354.1710	eV

Cartesian coordinates (Å):
O -1.95398 0.68545 0.70231
C -0.76739 0.97536 0.21633
C 0.20136 0.06437 -0.09028
C -0.04034 -1.34786 0.18972
O -1.15171 -1.85977 0.15986
C 1.46838 0.50600 -0.68340
O 1.75651 1.65909 -0.92874
H -0.58703 2.04330 0.10776
H 0.82248 -1.95268 0.52312
H -2.05523 -0.29374 0.68923
H 2.15949 -0.32152 -0.95403

(2)
Density functional theory data (the ωB97M-V functional and the def2-TZVPD basis) for a molecular structure, C50H76N6O3SSeSr at a distorted geometry.

Values from the calculation:
F_max	2.5	eV/Å
Kohn-Sham gap	6.196	eV
electronic energy	-145186.2624	eV

Cartesian coordinates (Å):
Sr 0.52587 -0.47474 -1.24313
C -1.74452 3.40495 5.68776
C -0.55296 2.45312 5.52426
C 0.70832 3.13884 6.06529
C -0.81484 1.20659 6.36590
C -0.36076 2.10556 4.04562
C -0.41299 0.80643 3.55071
C -0.22699 0.56277 2.20138
Se -0.22011 -1.26157 1.58351
C 1.58809 -1.73547 2.04437
C 1.82862 -2.14991 3.34343
C 3.10683 -2.49073 3.76082
C 4.09124 -2.48113 2.77574
C 3.89089 -2.11854 1.44612
C 2.61672 -1.61150 1.06983
O 2.36214 -1.05752 -0.08595
C 5.09178 -2.25830 0.49084
C 6.15568 -1.20572 0.83161
C 4.71763 -2.10165 -0.98366
C 5.70429 -3.66053 0.62991
C 3.43817 -2.88706 5.20219
C 3.93719 -4.33618 5.24776
C 4.53627 -1.96807 5.74884
C 2.21808 -2.76891 6.11552
C 0.01932 1.59254 1.25921
O 0.12593 1.27633 -0.00034
C 0.12256 2.91135 1.75569
C -0.09261 3.10971 3.11813
C 0.44631 4.14738 0.88636
C -0.81204 5.01384 0.76149
C 0.94065 3.81629 -0.53021
C 1.56256 4.97313 1.54890
H -1.89974 3.65270 6.74376
H -2.66096 2.94665 5.30426
H -1.58716 4.34047 5.14374
H 0.58960 3.37689 7.12823
H 0.91883 4.07056 5.53371
H 1.58090 2.48899 5.95336
H -0.95006 1.49385 7.41228
H 0.01946 0.49950 6.31957
H -1.71898 0.68103 6.04453
H -0.60239 -0.03269 4.20936
H 0.99495 -2.19257 4.03278
H 5.09336 -2.78916 3.06527
H 5.74824 -0.19566 0.73305
H 7.01722 -1.29517 0.15924
H 6.51447 -1.31908 1.85817
H 4.33534 -1.11007 -1.21885
H 3.93700 -2.82080 -1.25437
H 5.61144 -2.30296 -1.58477
H 6.11478 -3.84921 1.62258
H 6.52055 -3.78013 -0.09069
H 4.95177 -4.42920 0.43237
H 4.84274 -4.46312 4.64757
H 3.17853 -5.01911 4.85536
H 4.17021 -4.63466 6.27580
H 5.45866 -2.05719 5.16851
H 4.76644 -2.22473 6.78877
H 4.22038 -0.92168 5.71348
H 1.41055 -3.43907 5.80667
H 1.82140 -1.74862 6.13159
H 2.49858 -3.03697 7.13801
H -0.04303 4.13102 3.48472
H -1.61396 4.45423 0.26868
H -0.60255 5.91027 0.16419
H -1.18086 5.33296 1.74088
H 0.21207 3.25828 -1.11454
H 1.85846 3.22438 -0.50403
H 1.15480 4.76254 -1.04086
H 1.27677 5.38242 2.52051
H 1.82578 5.81709 0.90240
H 2.45893 4.36390 1.69533
C -4.88116 1.94123 -3.72236
N -5.07080 1.74549 -2.30478
C -6.06810 2.62715 -1.71525
C -4.09792 1.14562 -1.52505
N -2.85114 0.99642 -1.81877
C -2.16883 1.96391 -2.57118
C -2.33433 3.29815 -2.27217
C -1.62483 4.32072 -2.93124
C -0.72596 4.01116 -3.90515
C -0.50843 2.65407 -4.25774
C 0.40706 2.35656 -5.30920
C 0.59364 1.07777 -5.72430
C -0.09659 0.01697 -5.08293
C -0.95445 0.24118 -4.03358
N -1.53740 -0.79337 -3.28172
C -2.18626 -1.79154 -3.76552
N -2.53226 -2.05066 -5.10057
C -1.91569 -3.20574 -5.72911
C -2.89838 -1.00025 -6.03302
N -2.63270 -2.72630 -2.86535
C -2.36991 -2.52191 -1.43780
C -3.49420 -3.84386 -3.21604
C -1.20623 1.60540 -3.59587
N -4.59236 0.61267 -0.35498
C -3.66702 0.28179 0.71109
C -5.82649 -0.15147 -0.34646
H -5.83798 1.79906 -4.23030
H -4.17405 1.20822 -4.09675
H -4.49941 2.93745 -3.96511
H -5.86270 3.66834 -1.99054
H -6.05248 2.54913 -0.63256
H -7.06971 2.37577 -2.07355
H -3.01922 3.55210 -1.47118
H -1.78937 5.35391 -2.64609
H -0.16185 4.78101 -4.41749
H 0.93792 3.17826 -5.77446
H 1.27439 0.85932 -6.53807
H 0.04093 -0.99936 -5.43059
H -1.61125 -3.93740 -4.98248
H -1.02583 -2.91754 -6.30584
H -2.61242 -3.69811 -6.41354
H -3.30487 -0.14528 -5.50459
H -3.67255 -1.38289 -6.70216
H -2.05809 -0.65473 -6.63845
H -1.44867 -2.99732 -1.10006
H -3.20743 -2.94396 -0.88206
H -2.32963 -1.45059 -1.22948
H -3.96062 -3.67631 -4.18172
H -4.27719 -3.92640 -2.46286
H -2.95613 -4.79674 -3.24245
H -2.72452 0.78548 0.54465
H -3.48573 -0.79768 0.74719
H -4.07843 0.58853 1.67565
H -6.43547 0.08606 -1.21405
H -6.40713 0.06387 0.55330
H -5.60836 -1.22672 -0.35450
C 1.61880 -4.44018 -3.63612
S 1.05587 -2.78427 -3.38156
C 2.59505 -1.96943 -3.76718
O 0.82810 -2.65210 -1.87980
H 2.40261 -4.63800 -2.89997
H 1.99059 -4.55635 -4.65522
H 0.76496 -5.09632 -3.46851
H 2.74680 -2.06986 -4.84411
H 3.40516 -2.41278 -3.19094
H 2.51078 -0.90450 -3.53598

(3)
Density functional theory data (the ωB97M-V functional and the def2-TZVPD basis) for a molecular structure, C20H46F9N2O10 at a distorted geometry.

Values from the calculation:
total charge	-1
F_max	8.1	eV/Å
Kohn-Sham gap	8.088	eV
electronic energy	-69396.1798	eV

Cartesian coordinates (Å):
O -2.26754 -0.40656 2.21246
H -2.04290 -1.34238 2.33806
H -2.87659 -0.39853 1.40801
H -1.46664 0.21113 2.09800
O 0.15569 0.19556 -0.44869
H 0.82510 -0.57231 -0.45230
H 0.06134 0.45927 0.50703
H -0.71333 -0.19676 -0.69186
C -3.29985 -0.88715 -1.13319
O -3.64877 -0.04806 -0.02741
O -2.02110 -1.24024 -0.93941
C -4.46167 -1.91873 -1.30289
F -4.12439 -2.95661 -2.06225
F -4.97287 -2.32911 -0.10747
F -5.45487 -1.25504 -1.91773
C -4.37471 1.14735 -0.26114
C -4.41641 1.93418 1.02907
H -3.45995 2.43509 1.18136
H -5.15473 2.73648 0.95965
H -4.68168 1.33713 1.90116
H -5.41027 0.86334 -0.48605
H -4.13434 1.79865 -1.10506
H -3.35820 -0.39242 -2.11240
C 2.68310 -2.12786 -0.56795
O 3.08501 -0.78187 -0.72515
O 1.36091 -2.15463 -0.22787
C 3.06337 -2.92710 -1.81162
F 2.42355 -2.58769 -2.94937
F 4.38821 -2.89286 -2.06701
F 2.71137 -4.22727 -1.64539
C 3.53676 -0.09471 0.41353
C 3.93075 1.30894 -0.00970
H 3.12635 1.77981 -0.58669
H 4.08320 1.99008 0.82532
H 4.70183 1.23141 -0.77710
H 4.49210 -0.50146 0.77461
H 2.86906 -0.13066 1.27928
H 3.25831 -2.54301 0.27757
C -1.16316 2.02113 2.49091
O -2.52614 1.69541 2.88017
O -0.56729 0.87980 2.10183
C -1.20203 3.15462 1.38892
F -0.07851 3.87279 1.37147
F -1.45922 2.72362 0.14069
F -2.21089 4.01899 1.68545
C -3.04252 2.33497 4.02346
C -4.25020 1.56514 4.55514
H -3.77436 0.77669 5.13971
H -4.81677 2.23973 5.19333
H -4.79500 1.16522 3.70364
H -3.30237 3.36280 3.73860
H -2.25720 2.46894 4.77659
H -0.62956 2.43199 3.35673
C 0.72979 2.35452 -7.47762
C 0.14040 1.36530 -6.46737
C 0.21429 1.89967 -5.03167
O -0.36007 1.02515 -4.07135
C 0.32868 -0.21302 -3.90857
N -1.17980 1.01929 -6.95122
H 0.05978 3.18182 -7.72294
H 1.21373 1.92283 -8.34995
H 1.52108 2.92712 -6.97621
H 0.79326 0.49047 -6.52194
H -0.46364 2.75839 -5.01921
H 1.20682 2.23927 -4.72658
H 1.40778 -0.11322 -3.79605
H 0.04151 -0.92972 -4.68727
H -0.02694 -0.82539 -3.07539
H -1.78353 0.60114 -6.24458
H -1.79594 1.79841 -7.16852
C 2.49305 -4.37543 3.22008
C 2.46642 -2.90152 3.64979
C 3.80265 -2.22153 3.47344
O 3.75789 -0.91581 4.08765
C 5.08416 -0.39190 4.01399
N 1.40628 -2.16754 2.99599
H 2.85556 -4.55277 2.20282
H 1.60844 -4.97405 3.42983
H 3.29933 -4.90085 3.75496
H 2.11705 -2.98650 4.68483
H 3.92414 -2.01838 2.40475
H 4.64592 -2.82623 3.81607
H 5.75787 -0.97815 4.64668
H 4.88445 0.58615 4.45739
H 5.49583 -0.33149 3.00401
H 1.46875 -2.06970 1.97964
H 0.54501 -2.70356 3.03847

(4)
Density functional theory data (the ωB97M-V functional and the def2-TZVPD basis) for C4H10O2 in the gas phase at a distorted geometry.

Values from the calculation:
SMILES	CO[C@@H](C)CO
F_max	2.2	eV/Å
Kohn-Sham gap	10.641	eV
electronic energy	-8403.7508	eV

Cartesian coordinates (Å):
C -1.53971 0.39525 -1.35894
O -1.06859 0.04330 -0.06987
C 0.25992 0.40215 0.27086
C 0.25171 0.53770 1.78883
C 1.32637 -0.71510 -0.22634
O 0.61008 -1.77730 -0.77716
H -1.85829 1.44666 -1.38496
H -0.78063 0.21428 -2.12890
H -2.40735 -0.24307 -1.56196
H 0.73010 1.13703 -0.34378
H -0.53566 1.18216 2.20801
H 1.22054 0.88414 2.15306
H 0.07613 -0.47522 2.17376
H 2.06576 -0.38758 -0.99766
H 1.92405 -0.99682 0.65270
H -0.27444 -1.64759 -0.39765

> Which value of Kohn-Sham gap does entry 1 give?

9.711 eV

> The highest Kohn-Sham gap belongs to which entry?

C4H10O2

> Which of these has the highest Kohn-Sham gap?

C4H10O2

> Number 1 is which compound?

C4H4O3